Entry from the Open Molecules 2025 dataset: a 5-piece molecular cluster, C39H62BF9N4O12PS5 overall at a distorted geometry (the ωB97M-V functional and the def2-TZVPD basis).

As for the total energy: -5900.71740 Ha. As for the charge: -1. Its energy above the lowest of the compared OMol25 structures with the same formula, charge and spin is 208.2 kcal/mol. Its HOMO energy is -4.719 eV. The calculation puts the lowest unoccupied orbital energy at 1.289 eV. The HOMO-LUMO gap is 6.01 eV.

```
133
C39H62BF9N4O12PS5 (the ωB97M-V functional and the def2-TZVPD basis)
H -4.0547 0.7628 6.7225
O 4.0407 5.1149 -8.5061
H -3.4008 -3.4461 -0.5455
H 6.0175 5.4574 -11.5370
H -0.1705 3.8028 7.3669
H -3.1815 -2.5654 6.1413
H -2.8205 -0.0348 4.5143
H 2.1554 2.4260 -5.1742
H 2.8061 1.4392 -7.3359
H -0.0592 -3.1749 4.5878
C -3.9976 -0.8715 -1.3059
H -6.6216 -0.9248 -2.2925
C 4.0105 4.7701 -11.1288
O -4.5553 -4.1484 1.6510
H 2.8514 0.6124 2.9762
H 1.2446 0.6200 -7.4787
S 4.1004 4.0576 -9.4897
H -5.5133 -3.9794 1.5373
H -1.0464 4.8771 8.4940
O -0.4385 1.5667 8.6879
F 1.5055 -3.4852 -3.0639
H 2.0113 2.1093 3.4028
H 4.3027 0.7944 4.9577
C -2.2584 -3.5337 -0.3696
H 5.3933 3.9424 3.5117
C 0.8719 -2.4932 0.0598
O 2.9164 3.8785 5.8009
C 4.3506 3.6361 3.6036
N -2.0880 -8.5837 -3.4973
C 1.1090 4.7993 8.8245
H -1.1575 -5.5368 0.1840
C 1.0396 2.9296 10.3811
H 2.8339 4.0859 9.9585
H 1.4143 1.9417 10.6482
C 1.9625 3.6871 9.4350
F 0.4200 -1.8834 2.3620
H -0.5364 4.0014 -7.0352
F 3.4551 -4.2711 -2.2356
H 5.5241 2.4420 -11.4906
S -3.4784 -6.1810 -0.6769
H -2.5442 0.1672 6.9074
C -5.9453 -0.9302 -3.2204
C 1.5071 1.6596 -5.6050
H 3.6949 2.7476 1.7273
F 1.1607 -4.9019 -0.7669
H 1.0475 2.6667 -8.8244
C 1.7429 1.5200 -7.1033
C -1.9390 -5.0910 -0.5092
B -3.8226 -2.8696 1.6727
H -1.0366 2.4093 -7.6730
C -0.2688 2.9470 -7.1140
C 1.8129 -3.6774 -0.5509
H -2.4924 -0.1558 1.4878
S -0.4907 2.7766 9.4755
H 3.7432 5.8244 -11.0503
H -0.8793 -0.1655 5.5688
O -1.0475 1.0860 -5.4292
O -4.0234 -7.2147 -3.4138
H -1.3199 -4.8424 4.0706
H -1.8152 -3.0248 -1.2887
C -2.0047 -0.8400 0.6945
H -0.7318 0.7699 -1.2848
C -3.2406 -7.1730 -2.2441
O 3.2257 2.9082 -9.4386
C -2.1168 -4.1454 3.6178
H 1.6226 0.7214 -5.0624
H -4.3234 -2.6809 4.7200
F 0.3386 -1.8252 -1.0542
H 1.6123 5.2776 7.9814
C -0.8902 -2.5737 5.1272
C 5.3949 4.5831 -11.7528
O -1.8536 -4.1964 2.1857
H 0.8368 3.5117 11.2830
N -2.0559 -7.9860 -2.2617
H -1.1141 -3.1559 6.0800
C 5.7844 3.4822 -9.6170
C -3.3500 -2.1663 5.0800
C -2.2268 0.8662 -3.0467
S -0.1763 2.2347 -5.4751
F 1.9121 -1.5581 0.4995
C -0.2186 4.1745 8.3920
F 2.9326 -3.9405 0.3054
H -0.9030 -0.4715 0.6978
H 0.9242 5.5722 9.5783
O 5.2867 3.0033 5.9971
C 1.1156 2.7606 -7.7406
H 7.0859 3.2606 -11.3461
H -4.7124 -1.5031 -0.6960
H 2.3189 3.0194 8.6442
H -4.3235 -0.7416 2.5625
H 3.6944 4.4795 3.3813
H 4.9398 1.8302 2.5744
C -2.1446 -2.5881 4.0582
H -3.4414 -8.4896 -5.2776
H -6.3407 -0.0930 -3.9083
H -5.6023 -1.3794 1.2820
C 3.4539 1.4772 4.8785
C -4.4959 -0.4448 -2.7236
H 3.2433 4.2328 -11.6889
H 5.8991 2.5445 -9.0738
S 4.0315 3.1138 5.2853
F 0.5000 -4.0867 1.8590
H -3.9202 0.7310 -4.6843
P -1.9383 -2.6815 1.3079
O -1.5923 3.0700 10.3658
C 4.0351 2.4306 2.7157
C 6.0220 3.3418 -11.1148
H -5.9093 -1.9480 -3.7418
O -1.9464 -1.8203 2.8756
N 1.0327 -0.9237 5.2366
C -3.6056 0.4239 -3.6348
F 3.0831 -2.0473 -2.0409
C -1.7669 0.4126 -1.6477
H -5.5000 -2.0743 2.9686
H -1.5131 1.5324 -3.6467
H -3.0947 -4.6374 3.9697
H 6.4322 4.2486 -9.1858
C 2.9764 1.5938 3.4374
C -4.8504 -1.6385 2.1085
H -4.6332 -0.3449 4.8513
C 2.4321 -3.2844 -2.0060
C -3.2514 -8.1287 -4.2192
H 5.3279 4.4891 -12.8390
O -0.2350 3.2922 -4.4902
C -3.5621 -0.5823 5.2113
C -2.6296 -0.5145 -0.6903
H 2.6651 1.1778 5.5689
H 1.7377 3.6345 -7.5257
H -1.4615 -5.2376 -1.5593
H 1.4985 -1.8192 5.0180
N -3.4998 -0.1119 6.6352
C -0.2772 -1.1139 5.3542
C 0.0150 -2.8256 1.3220
```

Mulliken atomic charge list, values in e, 2 entries: atom 1 (H): 0.2692, atom 2 (O): -0.7387